# C39H41GeInN7O4

A structure of composition C39H41GeInN7O4 (ωB97M-V with the def2-TZVPD basis set, the OMol25 dataset).

Element x y z (Å)
In  0.18  -1.06  -0.54
N  0.41  -2.90  1.03
C  -0.62  -2.89  2.02
C  -0.50  -3.46  3.25
C  -1.60  -3.48  4.14
C  -2.80  -2.95  3.77
C  -2.94  -2.32  2.51
C  -4.16  -1.77  2.05
C  -4.21  -1.17  0.83
C  -3.03  -1.06  0.08
N  -1.88  -1.57  0.47
C  -1.83  -2.25  1.66
H  1.30  -3.25  1.39
H  0.13  -3.50  0.25
H  0.42  -3.96  3.53
H  -1.48  -3.96  5.11
H  -3.66  -3.01  4.43
H  -5.04  -1.82  2.68
H  -5.13  -0.75  0.44
H  -3.02  -0.53  -0.86
C  -1.16  2.46  -2.51
C  -1.25  1.05  -2.97
N  -0.90  -0.07  -2.34
C  -1.25  -1.12  -3.19
C  -1.81  -0.61  -4.33
N  -1.79  0.74  -4.16
C  -2.38  -1.13  -5.61
O  -2.43  -2.43  -5.77
O  -2.75  -0.32  -6.42
C  -1.03  -2.54  -2.82
O  -1.40  -3.44  -3.55
O  -0.45  -2.69  -1.68
H  -0.90  2.53  -1.46
H  -2.11  2.97  -2.67
H  -0.40  3.00  -3.09
H  -2.16  1.37  -4.86
H  -2.06  -2.91  -4.99
C  1.88  -0.29  2.66
Ge  0.49  0.71  1.73
C  1.05  2.46  1.10
C  1.36  2.82  -0.21
C  1.73  4.12  -0.51
C  1.81  5.08  0.49
C  1.50  4.73  1.80
C  1.12  3.43  2.10
C  -1.12  0.77  2.76
C  -1.05  0.27  4.05
C  -2.13  0.41  4.95
C  -3.28  1.02  4.53
C  -3.41  1.52  3.21
C  -4.61  2.14  2.78
C  -4.72  2.63  1.51
C  -3.62  2.54  0.62
C  -2.46  1.94  1.02
C  -2.32  1.41  2.32
H  2.38  0.38  3.36
H  2.64  -0.70  1.99
H  1.44  -1.13  3.20
H  1.34  2.09  -1.01
H  1.97  4.39  -1.53
H  2.10  6.09  0.26
H  1.55  5.47  2.59
H  0.86  3.18  3.13
H  -0.16  -0.23  4.41
H  -2.04  0.04  5.96
H  -4.12  1.12  5.21
H  -5.43  2.22  3.47
H  -5.63  3.11  1.19
H  -3.71  2.95  -0.38
H  -1.63  1.86  0.32
C  5.02  1.44  -2.04
C  4.41  1.44  -0.66
N  3.31  0.47  -0.65
C  3.29  -0.69  -1.34
N  2.29  -1.56  -1.09
C  2.46  -2.91  -1.70
C  3.03  -2.82  -3.10
C  4.37  -2.15  -3.00
N  4.26  -0.90  -2.24
C  5.40  0.01  -2.39
H  5.90  2.07  -2.07
H  4.30  1.82  -2.77
H  4.00  2.41  -0.41
H  5.16  1.18  0.09
H  2.71  0.49  0.15
H  1.50  -3.41  -1.71
H  3.13  -3.50  -1.06
H  2.35  -2.23  -3.73
H  3.13  -3.81  -3.54
H  4.79  -1.91  -3.98
H  5.08  -2.81  -2.49
H  5.74  -0.06  -3.42
H  6.23  -0.33  -1.75

The total energy comes out at -121410.0196 eV. The multiplicity is 2. As for the highest occupied orbital energy (alpha / beta): -13.3 / -13.4 eV. The max |F| is 0.45 eV/A. The charge is +2. The relative energy (zero: lowest compared OMol25 entry of this formula, charge and spin) is 0.00 kcal per mole. Its expectation value of S² is 0.76. The orbital gap (alpha / beta) is 7.90 / 5.05 eV.